# C60H132N6O12

A 9-piece molecular cluster, C60H132N6O12 overall at a distorted geometry (wB97M-V/def2-TZVPD, OMol25).

## Properties
- largest force on an atom (hartree/bohr) = 0.063
- E (Ha) = -3596.34017
- structure (SMILES) = CC1(C)CCCC(C)(C)N1O.CC1(C)CCCC(C)(C)N1O.CC1(C)CCCC(C)(C)N1O.CC1(C)CCCC(C)(C)N1O.CC1(C)CCCC(C)(C)N1O.CC1(C)CCCC(C)(C)N1O.OCCO.OCCO.OCCO
- frontier orbital gap (eV) = 8.77

```
! RIJCOSX wB97M-V def2-TZVPD def2/J DEFGRID3
* xyz 0 1
C 20.35571 19.56116 18.34674
C 19.66322 18.24316 18.74156
C 20.51192 17.47046 19.70013
C 19.79688 16.26431 20.31749
C 18.63903 16.88453 21.05311
C 17.64500 17.55462 20.20059
N 18.40856 18.59912 19.44421
O 17.56041 19.28730 18.53289
C 16.73312 16.72552 19.23025
C 16.77204 18.40740 21.17768
C 19.45361 17.44427 17.43137
H 20.41445 20.23262 19.22582
H 19.86127 20.05140 17.48879
H 21.30128 19.36387 17.92970
H 21.30817 17.15845 19.07498
H 20.93118 18.05496 20.55324
H 20.44332 15.66989 21.00448
H 19.44540 15.51809 19.65614
H 19.04236 17.65010 21.69672
H 18.20074 16.17258 21.68649
H 15.90357 16.30702 19.79173
H 16.09499 17.46065 18.70230
H 17.17754 15.95292 18.56553
H 16.21697 17.78021 21.81436
H 17.41757 19.08795 21.76622
H 16.00687 18.97997 20.63919
H 19.28819 16.33173 17.57952
H 20.36706 17.49042 16.79002
H 18.58317 17.81466 16.84333
H 17.43581 20.18639 18.97306
C 14.06191 12.90038 17.75989
C 12.80832 12.91743 16.76063
C 13.01425 11.93280 15.60715
C 13.00345 10.48850 16.06309
C 11.67968 10.22122 16.87108
C 11.40566 11.24733 18.03607
N 11.55765 12.55807 17.38387
O 11.40517 13.48773 18.50556
C 9.98181 11.18474 18.50703
C 12.25174 10.88766 19.26323
C 12.66331 14.34088 16.26130
H 13.68156 13.20010 18.73790
H 14.85619 13.61216 17.29722
H 14.42824 11.89468 17.86095
H 12.31565 12.17204 14.82545
H 14.09912 12.12547 15.36688
H 13.90801 10.28006 16.67421
H 13.12473 9.83496 15.18507
H 11.78371 9.24074 17.30058
H 10.84346 10.11826 16.19412
H 9.88014 10.20422 18.97013
H 9.76145 11.92176 19.31870
H 9.25006 11.21172 17.70718
H 11.86670 9.92423 19.57211
H 13.27188 10.78137 19.01278
H 12.15731 11.52624 20.12426
H 11.76904 14.34541 15.68471
H 13.44719 14.53846 15.51746
H 12.66796 15.02219 17.08295
H 10.58269 13.90925 18.16012
C 17.95106 18.14221 13.73151
C 16.85387 19.08939 14.31297
C 16.14940 19.56541 13.02757
C 14.76593 20.18451 13.25692
C 13.92158 19.29324 14.15320
C 14.59063 18.87181 15.48838
N 15.87895 18.29687 15.08891
O 16.55154 17.77446 16.22318
C 14.75832 20.09266 16.44768
C 13.63614 17.89159 16.24413
C 17.45583 20.28361 15.10572
H 17.55576 17.24708 13.17940
H 18.55154 17.73636 14.55211
H 18.54699 18.69400 13.04379
H 16.78320 20.23814 12.41873
H 15.98995 18.68932 12.42063
H 14.22084 20.18418 12.35565
H 14.94791 21.16103 13.73042
H 13.79934 18.34030 13.64507
H 12.95698 19.81214 14.34387
H 15.45136 19.89200 17.22675
H 15.17527 20.91439 15.97492
H 13.88108 20.36341 17.02825
H 13.97879 17.89526 17.29287
H 12.61421 18.33842 16.18967
H 13.69245 16.88253 15.79899
H 18.39003 20.64322 14.51970
H 17.86162 20.11772 16.06233
H 16.81747 21.16186 15.21197
H 16.62742 18.43695 16.91388
C 21.84761 16.32548 10.46992
C 20.46692 15.70846 10.41289
C 19.75450 16.42678 9.35065
C 18.42615 15.75229 8.98554
C 18.68193 14.30266 8.54576
C 19.51962 13.47633 9.57354
N 20.65303 14.30979 10.06032
O 21.34081 13.63679 11.10660
C 18.60192 13.01076 10.79803
C 20.10041 12.17154 8.95334
C 19.75710 15.91678 11.77292
H 22.37721 15.98114 11.39398
H 21.84653 17.44379 10.48374
H 22.46602 15.97608 9.64812
H 19.46604 17.44108 9.60052
H 20.40411 16.55065 8.42194
H 17.98344 16.28189 8.15924
H 17.66884 15.80073 9.81263
H 19.20450 14.41569 7.57533
H 17.72378 13.82741 8.42175
H 17.90280 13.74737 11.15428
H 18.01191 12.18807 10.50585
H 19.28539 12.79909 11.67070
H 19.34522 11.75426 8.32082
H 21.02359 12.30586 8.29610
H 20.30438 11.35824 9.64356
H 20.16611 15.15988 12.43866
H 18.69184 15.88225 11.81305
H 20.04375 16.91988 12.18964
H 22.08484 13.06860 10.79842
C 23.04476 11.95455 15.25434
C 21.96861 12.97884 15.07037
C 21.30612 13.38196 16.39176
C 22.22239 14.26247 17.25402
C 22.48682 15.48724 16.40451
C 23.23411 15.18466 15.15910
N 22.38559 14.22673 14.38494
O 23.16670 13.86218 13.20995
C 23.45075 16.53843 14.37194
C 24.75503 14.80168 15.45121
C 20.84896 12.21850 14.17253
H 22.64806 10.95879 15.29672
H 23.74141 12.20874 16.02213
H 23.66958 11.97701 14.38636
H 20.39580 14.00952 16.21322
H 20.95837 12.51521 16.94487
H 23.11617 13.76019 17.45842
H 21.75429 14.56538 18.15215
H 22.98695 16.27370 16.97383
H 21.53971 15.93230 16.12670
H 22.48639 16.98213 14.14410
H 23.92983 17.25963 15.01872
H 24.06275 16.51835 13.43670
H 25.09654 15.66682 16.03783
H 24.93936 13.89829 16.00065
H 25.27005 14.79829 14.52251
H 20.43698 11.58975 14.89797
H 21.29668 11.48926 13.49973
H 20.13591 12.86064 13.59780
H 22.48041 13.94335 12.46551
C 17.51011 9.78373 19.21642
C 18.64381 10.85433 19.23028
C 18.13661 12.22754 18.69066
C 17.24405 12.85656 19.75316
C 17.90584 12.98300 21.10112
C 18.46002 11.73004 21.68470
N 19.22749 11.09030 20.58824
O 19.77039 9.88285 21.03588
C 19.50875 12.07932 22.65472
C 17.43811 10.76527 22.33275
C 19.72437 10.39426 18.32809
H 16.51790 10.25848 19.57747
H 17.76117 8.98374 19.92733
H 17.41786 9.40693 18.20966
H 18.99091 12.91106 18.58877
H 17.69430 12.09686 17.72160
H 16.32391 12.27511 19.89955
H 16.89521 13.78397 19.36390
H 17.13409 13.43530 21.71185
H 18.69657 13.75379 21.09549
H 20.17306 11.23881 22.86850
H 20.05113 12.93714 22.30760
H 19.06425 12.42560 23.64623
H 17.85647 9.87233 22.80102
H 16.97610 11.35602 23.09287
H 16.71044 10.46351 21.62334
H 19.37574 10.55250 17.28985
H 20.04685 9.32999 18.44692
H 20.57677 11.00583 18.56586
H 19.07062 9.27150 21.19880
C 15.23366 14.42570 11.46489
C 14.25990 13.87216 12.56373
O 13.36885 14.83142 13.11680
O 15.92198 15.55664 11.99724
H 14.59608 14.78096 10.66482
H 15.92595 13.64897 11.16926
H 14.87289 13.45890 13.37588
H 13.66912 13.11101 12.02206
H 13.90408 15.64878 13.33722
H 16.17577 15.46279 12.94219
C 17.18203 9.09579 13.37140
C 16.87511 10.53011 13.68351
O 16.30939 11.28986 12.57231
O 16.10493 8.26894 12.99724
H 17.68155 8.65871 14.19011
H 17.84282 8.96884 12.55926
H 17.88825 10.91842 13.90244
H 16.21506 10.73060 14.52255
H 15.40324 10.93403 12.42525
H 15.71307 7.81631 13.76976
C 17.48248 15.03854 15.15396
C 17.61202 13.55358 14.97435
O 16.70363 12.78227 15.84571
O 16.16855 15.34396 14.76027
H 18.25366 15.61444 14.63834
H 17.61165 15.32701 16.22417
H 18.63558 13.28061 15.32775
H 17.47042 13.25165 13.95840
H 15.77756 13.14828 15.71104
H 16.15080 16.32368 14.84065
*
```

=====

# C60H145LiN12O38P4

C60H145LiN12O38P4 as an isolated structure at a distorted geometry (wB97M-V/def2-TZVPD, OMol25).

## Properties
- largest force on an atom (hartree/bohr) = 0.123
- E (Ha) = -7262.51226
- frontier orbital gap (eV) = 7.46

```
! RIJCOSX wB97M-V def2-TZVPD def2/J DEFGRID3
* xyz 0 1
Li 2.65175 -0.88979 -0.24172
C 0.05961 0.88867 -1.67210
C -0.01625 0.51617 -0.16095
C -1.40571 -0.19032 0.10044
O 1.08163 -0.15290 0.15701
H -0.86532 1.31118 -2.03849
H 0.37847 -0.07555 -2.09937
H 0.81804 1.64091 -1.81849
H -0.08302 1.39686 0.51961
H -2.18761 0.53134 -0.04266
H -1.49733 -0.49401 1.12020
H -1.50054 -0.99130 -0.66420
O 4.50869 -0.18097 -0.52615
P 5.81145 -0.78694 -0.19669
N 6.34030 -2.07390 -1.06453
C 7.21051 -1.94030 -2.24144
C 5.63374 -3.33594 -1.08421
N 5.77743 -1.32463 1.36218
C 6.61007 -2.18509 2.06816
C 4.88689 -0.50447 2.25174
N 7.03077 0.35674 -0.38650
C 6.92367 1.63253 -1.12487
C 8.31554 0.11919 0.19616
H 7.93820 -1.16180 -2.10924
H 6.70436 -1.78287 -3.20932
H 7.76004 -2.89796 -2.23930
H 5.06749 -3.37733 -1.95886
H 4.93143 -3.33945 -0.24908
H 6.36830 -4.15559 -1.02306
H 6.09009 -2.68866 2.90077
H 6.97600 -2.95841 1.39702
H 7.43261 -1.66425 2.54548
H 4.15594 -1.07676 2.78938
H 5.56998 0.02925 2.87316
H 4.27376 0.16671 1.65250
H 5.90122 1.86215 -1.46061
H 7.24500 2.40813 -0.49578
H 7.59327 1.61622 -2.01923
H 9.04978 0.50255 -0.50942
H 8.52633 -0.90167 0.46795
H 8.39827 0.67410 1.13289
O -2.54882 -1.41841 3.88344
P -3.59532 -0.54442 4.51334
N -3.22678 1.06948 4.39223
C -3.76223 2.12825 5.28712
C -2.72099 1.62539 3.16324
N -3.77927 -1.03610 6.11104
C -2.51276 -1.21507 6.81108
C -5.01491 -0.93230 6.87373
N -5.06007 -0.69029 3.85641
C -5.91037 0.34009 3.44740
C -5.63497 -2.02584 3.82870
H -4.03617 1.75853 6.29017
H -4.59297 2.64387 4.76484
H -3.03759 2.85043 5.50879
H -3.50587 2.08173 2.58468
H -2.32502 0.85679 2.50636
H -1.97602 2.42357 3.32024
H -2.55563 -0.50188 7.61871
H -2.38874 -2.24822 7.12057
H -1.75469 -0.89560 6.14410
H -4.90470 -0.09155 7.60987
H -5.82227 -0.68638 6.18164
H -5.16355 -1.75964 7.53210
H -6.48248 0.13108 2.51002
H -6.77302 0.60473 4.16090
H -5.38707 1.29677 3.30195
H -4.95859 -2.88521 3.89776
H -6.17122 -2.11780 2.92956
H -6.36352 -2.22558 4.65287
O -5.88738 -5.92329 3.29906
P -4.82833 -6.45024 2.45639
N -4.94471 -6.23450 0.85381
C -5.54268 -7.20730 -0.02026
C -4.88037 -4.85980 0.28745
N -4.69471 -8.13600 2.69068
C -5.99218 -8.85153 2.96202
C -3.52223 -8.90353 2.37131
N -3.29557 -5.81967 2.82822
C -2.15518 -5.75860 1.91721
C -3.08902 -5.24838 4.17076
H -5.12737 -7.20981 -1.01046
H -6.60698 -7.23830 -0.06820
H -5.28617 -8.21918 0.40290
H -4.30197 -4.12572 0.87705
H -5.87305 -4.47748 0.16266
H -4.46555 -4.82529 -0.75124
H -6.69175 -8.88558 2.06596
H -5.80246 -9.89260 3.10730
H -6.52816 -8.39423 3.80670
H -2.75099 -8.28346 1.92579
H -2.99682 -9.36623 3.24820
H -3.86299 -9.71109 1.64567
H -1.77081 -4.76175 1.80416
H -1.31970 -6.40051 2.22782
H -2.57609 -6.00617 0.98998
H -3.99330 -5.38547 4.81871
H -2.82408 -4.15073 4.18811
H -2.26261 -5.84691 4.61159
O -0.33815 7.86698 1.69466
P 0.44597 6.72917 1.21220
N 1.62584 7.30051 0.19532
C 2.33167 8.53756 0.51066
C 2.34324 6.40097 -0.73217
N -0.39717 5.52835 0.43651
C -0.33323 4.09373 0.38217
C -0.99833 6.03632 -0.79222
N 1.12071 5.86335 2.43384
C 0.26324 5.43338 3.49050
C 2.40571 6.17770 2.85324
H 2.42238 9.12583 -0.42673
H 3.27131 8.29126 1.00257
H 1.87085 9.20116 1.20080
H 3.36985 6.05681 -0.37052
H 2.46649 6.87227 -1.67481
H 1.71167 5.54096 -0.87995
H 0.20875 3.80166 1.33404
H -1.34407 3.64328 0.53364
H 0.23790 3.67880 -0.49908
H -1.97166 5.64484 -0.93839
H -1.16868 7.11223 -0.65664
H -0.39244 5.91079 -1.69939
H -0.79499 5.17586 3.07832
H 0.58470 4.47039 3.90563
H 0.02211 6.20390 4.27681
H 2.50318 7.18469 3.24954
H 3.13170 6.16122 2.04787
H 2.80303 5.48869 3.59157
C 3.75221 0.09082 -4.00344
O 3.80895 -1.35520 -4.26241
C 3.14814 -2.19323 -3.39020
O 2.58593 -1.86965 -2.40715
O 3.10052 -3.41931 -3.94751
C 2.52771 -4.34347 -3.02774
H 4.64055 0.51535 -4.48347
H 3.75681 0.33433 -2.95945
H 2.86378 0.54904 -4.47259
H 3.32341 -4.62546 -2.26882
H 2.22472 -5.19836 -3.67635
H 1.71558 -3.94970 -2.45538
C -3.20443 2.86436 -2.87496
O -4.31624 3.63338 -3.36047
C -4.11170 4.83656 -3.99236
O -5.07577 5.52660 -4.26964
O -2.77118 4.97247 -4.15262
C -2.33315 6.35310 -4.45799
H -2.51336 3.49477 -2.29084
H -2.75953 2.31568 -3.72331
H -3.64453 2.11958 -2.27213
H -2.11926 6.88221 -3.56357
H -3.05933 6.85513 -5.10947
H -1.47473 6.08583 -5.02963
C 3.88161 3.45437 -2.78462
O 3.06290 3.09842 -3.92277
C 1.76645 3.25094 -3.70516
O 1.28741 3.82056 -2.73846
O 1.15248 2.73604 -4.70504
C -0.26901 3.05366 -4.84942
H 4.05737 4.47760 -2.57520
H 4.77907 2.97823 -3.08896
H 3.46644 2.98593 -1.91305
H -0.76603 2.29320 -5.37253
H -0.30754 3.98886 -5.44872
H -0.70490 3.24042 -3.90651
C -3.67272 5.97942 2.17188
O -3.79158 5.15012 1.01166
C -4.70348 4.14893 1.00292
O -5.20015 3.74422 2.05528
O -4.83281 3.63246 -0.18661
C -5.61821 2.49054 -0.25454
H -3.37850 5.44962 3.11223
H -4.63137 6.41933 2.31783
H -2.91415 6.64588 1.95886
H -5.10139 1.71839 -0.84673
H -6.62947 2.67562 -0.67324
H -5.72986 2.12990 0.75928
C -0.27041 -0.60594 -6.59175
O -1.61846 -0.96289 -6.69448
C -2.01483 -1.70819 -7.68411
O -1.29231 -1.88411 -8.68368
O -3.21568 -2.07535 -7.56820
C -3.86586 -2.92603 -8.47360
H -0.14325 -0.38915 -5.54433
H -0.01262 0.32194 -7.14655
H 0.33195 -1.45711 -6.98812
H -4.87300 -3.07658 -8.07871
H -3.37857 -3.92099 -8.45641
H -3.92021 -2.55409 -9.49484
C 0.23975 -7.67297 -0.56880
O -0.93767 -6.76976 -0.69791
C -1.40892 -6.81702 -1.99804
O -0.96091 -7.41409 -2.92443
O -2.50742 -6.05422 -2.10916
C -2.97141 -5.77043 -3.46013
H 0.49423 -7.69851 0.53818
H 1.03811 -7.31048 -1.17860
H 0.00622 -8.64604 -0.94660
H -2.37945 -4.95192 -3.84015
H -4.00221 -5.44520 -3.38640
H -2.94720 -6.68870 -4.03281
C -4.79965 -1.08632 0.46672
O -3.90631 -1.65743 -0.51975
C -3.85432 -1.08291 -1.69865
O -4.45436 -0.07595 -2.03840
O -2.97928 -1.74880 -2.44523
C -2.75523 -1.07827 -3.69892
H -5.78634 -1.39523 0.33785
H -4.57320 -0.01770 0.50618
H -4.42064 -1.48709 1.40031
H -2.07839 -1.62487 -4.34848
H -2.42403 -0.05461 -3.50560
H -3.74799 -1.06548 -4.22984
C 0.57225 -2.20892 3.58070
O 1.80908 -2.18539 2.75963
C 1.71017 -2.67440 1.54506
O 2.58791 -2.54379 0.70431
O 0.59785 -3.40583 1.34622
C 0.30517 -3.56863 -0.02219
H -0.23127 -1.66132 3.07273
H 0.84071 -1.72912 4.53338
H 0.27946 -3.20942 3.82632
H 1.16708 -3.96550 -0.52985
H 0.00182 -2.59168 -0.40695
H -0.46858 -4.36928 -0.11707
C 5.67066 -0.04206 -9.27562
O 6.21378 1.07109 -8.55558
C 6.13115 1.02418 -7.24604
O 5.81430 0.06450 -6.53061
O 6.39791 2.23848 -6.76944
C 6.34589 2.45654 -5.37584
H 6.17964 0.06685 -10.25730
H 4.57560 0.12067 -9.44135
H 5.85754 -0.98592 -8.78905
H 6.93373 3.37821 -5.10573
H 6.81541 1.67333 -4.77705
H 5.31753 2.52947 -5.08195
C 6.39856 4.10038 4.16204
O 5.25335 3.29282 3.82219
C 5.02312 3.27357 2.54770
O 5.66092 3.80994 1.68057
O 3.83546 2.64988 2.38322
C 3.18449 2.73461 1.09599
H 7.22875 3.38030 4.23845
H 6.31302 4.67139 5.06011
H 6.58922 4.72822 3.26672
H 2.34163 2.04870 1.17648
H 3.84665 2.36061 0.27775
H 2.88022 3.76620 0.84725
C 1.64470 1.90267 8.16023
O 1.59183 2.35424 6.82350
C 1.12083 1.45183 5.95270
O 0.90892 0.28868 6.16298
O 0.94969 2.07341 4.76571
C 0.54034 1.39929 3.56572
H 2.20735 1.02209 8.30589
H 0.61796 1.69735 8.53651
H 2.17604 2.65854 8.72116
H 0.30684 2.16289 2.77776
H -0.25067 0.82538 3.93098
H 1.30058 0.66235 3.13759
*
```